No. 1
ORCA calculation (the ωB97M-V functional and the def2-TZVPD basis) on an isolated molecule of C5H9ClN2.

Atoms and positions in Å:
1 N 1.5741 -1.3941 0.1137
2 C 0.1283 -1.2348 0.1836
3 C -0.3858 -0.5921 1.4768
4 C 0.2242 0.8449 1.5208
5 N 1.5469 0.7755 0.8055
6 C 0.3018 1.1424 -0.0234
7 C 0.0374 0.0011 -0.8666
8 Cl -1.7000 0.2647 -1.5174
9 H 2.1050 -0.4457 0.1571
10 H 1.8489 -2.2489 0.7799
11 H -0.2787 -2.0723 -0.2134
12 H -0.1401 -1.2661 2.3476
13 H -1.4462 -0.3402 1.6871
14 H 0.3456 1.7141 2.3591
15 H 2.1070 1.6076 0.8233
16 H 0.0349 2.0376 -0.4535
17 H 0.6409 -0.1251 -1.8747

Computed properties:
Multiplicity: 1
Frontier orbital gap, eV: 8.81
Lowest unoccupied orbital energy, eV: 0.8
Highest occupied orbital energy, Ha: -0.2931

No. 2
ORCA calculation (the ωB97M-V functional and the def2-TZVPD basis) on an isolated molecule of C5H9ClN2O2.

Atoms and positions in Å:
1 C -1.5998 0.0461 -0.0283
2 C 1.7860 0.0647 0.2026
3 C 2.7547 1.0212 -0.3764
4 C 2.1365 -1.4318 0.2281
5 C -4.0034 -0.2624 -0.1315
6 N -0.5879 -0.1406 0.8653
7 N 0.5313 0.4249 0.4226
8 O -1.5225 0.5483 -1.0820
9 O -2.6844 -0.5268 0.4660
10 Cl 0.4892 2.3417 0.2197
11 H 2.9078 1.8351 0.4215
12 H 2.5886 1.4978 -1.2835
13 H 3.7497 0.5046 -0.4513
14 H 2.7391 -1.5616 1.2871
15 H 2.6674 -1.7338 -0.7442
16 H 1.1674 -1.9852 0.4976
17 H -4.4498 0.5960 0.5020
18 H -4.6765 -1.1148 0.2280
19 H -3.9933 -0.1233 -1.2435

Computed properties:
Multiplicity: 1
Frontier orbital gap (spin up / spin down), eV: 8.58 / 8.58
Lowest unoccupied orbital energy (spin up / spin down), eV: -0.4 / -0.4
Highest occupied orbital energy (spin up / spin down), Ha: -0.3315 / -0.3314

Calculated calculated total energy in order - -20829.54888; -24924.61387 eV
Calculated ΔE to the lowest compared entry with this formula, charge and spin in order - 4.307; 2.300 eV